Density functional theory data (ωB97M-V/def2-TZVPD) for C6H6O3 as an isolated structure at a distorted geometry.

Positions of all 15 atoms, in Å:
C1 -0.7136 1.3875 0.2849
C2 0.5225 1.9685 0.3694
C3 1.8491 -1.2244 -0.0477
C4 -0.7171 0.1366 -0.3541
C5 1.2426 0.0069 -0.4448
C6 -1.6444 -0.9941 -0.0956
O1 2.7702 -1.3444 0.7320
O2 1.5723 1.1827 0.1270
O3 0.2246 0.0436 -1.3923
H1 -1.5894 1.8045 0.7464
H2 0.7559 2.9514 0.7376
H3 1.3876 -2.0944 -0.5533
H4 -2.6376 -0.7507 -0.4746
H5 -1.7232 -1.1864 0.9724
H6 -1.2996 -1.8874 -0.6072

Cartesian forces, eV/Å:
C 0.42 0.14 -0.27
C -0.69 -0.04 0.08
C 0.32 -0.40 -0.03
C 1.64 -0.37 0.52
C -2.09 0.28 0.49
C -0.06 0.07 -0.20
O -0.05 0.08 0.00
O 0.45 0.07 -0.34
O 0.14 0.13 -0.40
H -0.10 0.13 0.14
H 0.15 0.04 0.03
H 0.00 0.02 0.02
H -0.11 -0.02 -0.04
H -0.04 -0.05 0.00
H 0.02 -0.07 -0.01

Relative energy (zero: lowest compared OMol25 entry of this formula, charge and spin), kcal/mol: 63.71
Net charge: 0
Electronic energy, Ha: -457.83559
Highest occupied orbital energy (alpha / beta), eV: -8.3 / -8.4

Results of the Löwdin charge analysis, in e, for atoms 1 through 6: number 1, C, carries 0.00; number 2, C, carries -0.06; number 3, C, carries -0.21; number 4, C, carries -0.27; number 5, C, carries -0.28; number 6, C, carries 0.00